[1]
{"formula": "C39H53As2FeGeN2O6SSe", "method": "ωB97M-V/def2-TZVPD", "homo_energy_ev": [-7.441, -7.445], "spin_multiplicity": 2, "charge": 0, "de_lowest_kcal_mol": 63.8, "s_squared": 1.15, "elements": ["Fe", "C", "As", "C", "C", "C", "C", "C", "C", "C", "As", "C", "C", "H", "H", "H", "H", "H", "H", "H", "H", "H", "H", "H", "H", "H", "H", "H", "H", "C", "C", "C", "C", "C", "C", "C", "S", "O", "O", "N", "C", "C", "O", "O", "H", "H", "H", "H", "H", "H", "H", "H", "H", "C", "C", "C", "C", "C", "C", "N", "C", "C", "C", "C", "C", "C", "C", "O", "O", "C", "C", "H", "H", "H", "H", "H", "H", "H", "H", "H", "H", "H", "H", "H", "H", "C", "Ge", "C", "C", "C", "Se", "C", "H", "H", "H", "H", "H", "H", "H", "H", "H", "H", "H", "H", "H", "H"], "coordinates": [[0.860, -0.892, -0.370], [-2.374, -2.440, 2.001], [-1.122, -2.432, 0.550], [-2.483, -2.057, -0.825], [-1.007, -4.282, 0.024], [-1.698, -5.305, 0.660], [-1.724, -6.572, 0.093], [-1.058, -6.814, -1.103], [-0.344, -5.793, -1.717], [-0.308, -4.525, -1.144], [0.737, -3.102, -1.942], [0.032, -3.075, -3.735], [2.378, -4.080, -2.206], [-3.307, -2.857, 1.630], [-2.519, -1.411, 2.326], [-1.998, -3.016, 2.842], [-3.094, -2.950, -0.953], [-2.004, -1.798, -1.768], [-3.100, -1.217, -0.520], [-2.224, -5.125, 1.590], [-2.272, -7.369, 0.581], [-1.084, -7.799, -1.552], [0.194, -6.001, -2.632], [-0.979, -2.673, -3.739], [0.037, -4.092, -4.125], [0.678, -2.437, -4.334], [2.133, -5.024, -2.687], [2.867, -4.264, -1.252], [3.027, -3.495, -2.853], [2.374, 5.553, -4.482], [2.421, 4.105, -4.070], [2.029, 3.100, -4.954], [2.027, 1.772, -4.567], [2.434, 1.443, -3.278], [2.852, 2.417, -2.385], [2.847, 3.743, -2.795], [2.146, -0.199, -2.746], [0.686, -0.229, -2.555], [2.641, -1.104, -3.759], [2.709, -0.371, -1.282], [3.793, -1.289, -0.971], [3.316, -2.240, 0.091], [4.089, -3.025, 0.595], [2.037, -2.162, 0.366], [1.742, 5.694, -5.359], [3.372, 5.923, -4.726], [1.983, 6.174, -3.675], [1.711, 3.365, -5.957], [1.705, 0.995, -5.250], [3.129, 2.136, -1.379], [3.159, 4.515, -2.100], [4.641, -0.755, -0.539], [4.143, -1.867, -1.826], [-2.705, -1.988, 6.629], [-2.024, -0.694, 6.248], [-2.565, 0.516, 6.673], [-1.951, 1.714, 6.343], [-0.807, 1.727, 5.560], [-0.266, 0.523, 5.116], [0.848, 0.443, 4.262], [1.629, 1.527, 3.848], [2.227, 2.351, 4.805], [3.104, 3.349, 4.430], [3.409, 3.552, 3.087], [2.802, 2.756, 2.136], [1.902, 1.749, 2.492], [1.248, 0.982, 1.377], [1.436, 1.367, 0.216], [0.492, -0.046, 1.570], [-0.856, -0.696, 5.482], [-0.184, -1.969, 5.035], [-3.615, -1.785, 7.194], [-2.063, -2.616, 7.250], [-2.981, -2.575, 5.750], [-3.475, 0.516, 7.261], [-2.374, 2.650, 6.685], [-0.351, 2.664, 5.272], [0.744, -0.246, 3.528], [2.013, 2.173, 5.852], [3.575, 3.957, 5.193], [4.109, 4.323, 2.793], [3.001, 2.898, 1.082], [0.879, -1.944, 5.285], [-0.238, -2.101, 3.952], [-0.622, -2.850, 5.499], [-2.630, 0.972, -4.432], [-2.486, 2.599, -3.381], [-2.125, 4.120, -4.541], [-4.101, 2.943, -2.364], [-0.983, 2.331, -2.176], [-1.382, 1.038, -0.779], [-1.641, 2.237, 0.708], [-3.552, 0.946, -5.015], [-2.605, 0.100, -3.773], [-1.782, 0.906, -5.117], [-2.979, 4.301, -5.196], [-1.249, 3.930, -5.164], [-1.946, 5.021, -3.952], [-4.980, 2.888, -3.010], [-4.063, 3.943, -1.924], [-4.209, 2.209, -1.564], [-0.642, 3.248, -1.691], [-0.144, 1.908, -2.726], [-2.443, 2.932, 0.466], [-0.713, 2.770, 0.911], [-1.916, 1.639, 1.574]]}

***

[2]
{"formula": "C39H53N5O4P2S4Tl", "method": "ωB97M-V/def2-TZVPD", "homo_energy_ev": -10.471, "charge": 1, "de_lowest_kcal_mol": 8.6, "elements": ["Tl", "N", "C", "S", "N", "N", "C", "C", "C", "C", "C", "C", "N", "H", "H", "H", "H", "H", "H", "H", "C", "C", "S", "C", "C", "S", "C", "C", "S", "H", "H", "H", "H", "H", "H", "H", "H", "H", "H", "H", "H", "N", "C", "C", "C", "C", "C", "C", "P", "C", "C", "C", "C", "C", "C", "C", "C", "C", "C", "C", "C", "H", "H", "H", "H", "H", "H", "H", "H", "H", "H", "H", "H", "H", "H", "H", "H", "C", "C", "C", "C", "O", "P", "O", "O", "O", "C", "C", "C", "C", "H", "H", "H", "H", "H", "H", "H", "H", "H", "H", "H", "H", "H", "H", "H", "H", "H", "H"], "coordinates": [[1.179, 0.282, -0.356], [5.452, -1.065, -1.503], [4.367, -0.731, -0.792], [3.905, 0.924, -0.760], [3.769, -1.694, -0.132], [2.622, -1.503, 0.458], [2.158, -2.280, 1.364], [0.878, -2.033, 1.981], [0.382, -2.947, 2.916], [-0.863, -2.735, 3.473], [-1.573, -1.609, 3.087], [-0.995, -0.737, 2.178], [0.197, -0.930, 1.646], [6.069, -0.350, -1.846], [5.772, -2.021, -1.470], [2.723, -3.146, 1.698], [0.976, -3.805, 3.192], [-1.274, -3.432, 4.188], [-2.555, -1.408, 3.489], [-1.518, 0.163, 1.881], [-0.552, 0.622, -4.845], [0.106, -0.594, -4.237], [1.565, -0.384, -3.166], [2.620, 0.863, -4.021], [2.332, 2.354, -3.843], [1.475, 2.815, -2.297], [0.099, 3.868, -2.906], [-0.812, 3.335, -3.998], [-1.524, 1.673, -3.701], [-1.277, 0.264, -5.580], [0.167, 1.265, -5.350], [0.439, -1.246, -5.046], [-0.581, -1.169, -3.607], [2.607, 0.610, -5.080], [3.606, 0.638, -3.621], [1.732, 2.748, -4.660], [3.282, 2.888, -3.823], [0.548, 4.803, -3.247], [-0.473, 4.059, -1.999], [-0.330, 3.315, -4.974], [-1.668, 4.009, -4.070], [-1.084, 1.367, -0.528], [-1.628, 2.384, 0.297], [-2.947, 2.802, 0.153], [-3.459, 3.793, 0.968], [-2.657, 4.390, 1.932], [-1.336, 4.003, 2.066], [-0.815, 2.995, 1.259], [0.936, 2.510, 1.355], [1.139, 1.579, 2.903], [0.176, 1.469, 3.895], [0.420, 0.656, 4.988], [1.613, -0.041, 5.092], [2.582, 0.084, 4.109], [2.344, 0.889, 3.014], [1.766, 4.091, 1.697], [1.946, 4.990, 0.652], [2.524, 6.222, 0.900], [2.929, 6.552, 2.185], [2.773, 5.644, 3.218], [2.195, 4.411, 2.981], [-1.500, 0.446, -0.376], [-1.243, 1.565, -1.522], [-3.565, 2.340, -0.603], [-4.486, 4.106, 0.851], [-3.059, 5.163, 2.568], [-0.702, 4.482, 2.800], [-0.758, 2.005, 3.812], [-0.322, 0.569, 5.765], [1.786, -0.688, 5.937], [3.516, -0.449, 4.195], [3.084, 0.986, 2.229], [1.640, 4.717, -0.348], [2.663, 6.924, 0.093], [3.379, 7.513, 2.378], [3.100, 5.894, 4.216], [2.073, 3.705, 3.790], [-0.844, -5.522, -1.781], [-0.078, -4.979, -0.582], [-0.799, -5.354, 0.715], [1.349, -5.532, -0.568], [0.062, -3.555, -0.661], [-1.026, -2.558, -1.274], [-1.427, -2.770, -2.682], [-0.415, -1.182, -1.048], [-2.227, -2.764, -0.200], [-3.606, -2.502, -0.452], [-3.785, -1.026, -0.805], [-4.157, -3.380, -1.575], [-4.325, -2.829, 0.861], [-0.835, -6.610, -1.774], [-0.391, -5.160, -2.699], [-1.870, -5.168, -1.749], [-1.010, -6.420, 0.721], [-1.730, -4.802, 0.791], [-0.184, -5.109, 1.577], [1.329, -6.609, -0.424], [1.918, -5.075, 0.237], [1.844, -5.309, -1.509], [-3.179, -0.797, -1.679], [-3.472, -0.407, 0.035], [-4.828, -0.816, -1.026], [-3.589, -3.209, -2.483], [-5.203, -3.139, -1.748], [-4.086, -4.431, -1.306], [-3.904, -2.238, 1.670], [-4.203, -3.882, 1.104], [-5.385, -2.614, 0.768]]}